No. 1
Here is a cluster of 7 separate species, C3H20N6O7 in total at a distorted geometry from the Open Molecules 2025 dataset. Energies are from ωB97M-V/def2-TZVPD.

The total energy is -26699.9494 eV. Its lowest unoccupied orbital energy (alpha / beta) is -0.1358 / -0.3404 hartree. The HOMO-LUMO gap (alpha / beta) comes out at 8.2 / 2.6 eV. As for the spin multiplicity: 2. The expectation value of S² is 0.75. As for the net charge: +1. The value obtained for the HOMO energy (alpha / beta) is -11.85 / -11.85 eV.

```
36
Properties=species:S:1:pos:R:3:forces:R:3
C 24.41120 -19.51681 -22.02439 -0.7 -0.6 -1.7
O 25.11978 -18.61301 -21.52151 1.4 1.3 1.1
N 24.22038 -20.66709 -21.47685 0.3 -1.2 2.3
N 23.85420 -19.37898 -23.18198 -0.5 1.5 -1.6
H 23.32773 -21.08414 -21.69897 0.2 -0.5 0.6
H 24.77035 -20.85085 -20.64989 -0.1 -0.9 0.4
H 23.40280 -20.20473 -23.54867 0.1 0.4 -0.7
H 24.00362 -18.51991 -23.69165 -0.5 -0.2 -0.4
C 31.33139 -22.22106 -22.29545 0.9 -1.2 -0.2
O 32.06496 -21.49915 -22.85289 3.0 2.9 -2.2
N 30.08393 -22.03024 -22.12388 -6.3 3.3 0.1
N 31.57607 -23.42571 -21.87927 2.9 -4.5 1.7
H 29.47817 -22.71983 -21.70243 -0.1 0.5 -0.6
H 29.76869 -21.31624 -22.76492 -0.8 0.0 0.6
H 31.01566 -23.68425 -21.07977 0.8 -0.6 -0.1
H 32.53051 -23.73456 -21.99660 -0.1 -0.2 0.7
C 28.11818 -24.80778 -21.84675 2.4 0.6 1.9
O 27.66121 -24.00651 -21.06376 -1.1 1.4 2.1
N 29.24925 -25.44463 -21.68070 2.4 -2.1 1.3
N 27.68508 -24.93438 -23.02742 -3.6 -0.4 -5.1
H 29.48626 -26.14171 -22.37207 0.5 0.1 0.5
H 29.72891 -25.45066 -20.79189 -0.3 -0.2 -0.2
H 27.91993 -25.73048 -23.60289 -0.3 0.4 -0.1
H 26.81696 -24.43605 -23.16208 0.0 -0.4 -0.6
O 25.42281 -20.16727 -17.76946 -0.3 0.2 0.0
H 25.75187 -20.66369 -18.51881 0.6 -0.4 -0.1
H 24.68978 -19.66128 -18.12000 -0.3 0.3 0.2
O 26.29914 -25.89633 -19.08751 -0.1 -0.2 0.2
H 26.90202 -25.49410 -19.71279 0.2 0.3 -0.2
H 25.43788 -25.55860 -19.33327 -0.1 -0.1 -0.1
O 24.28038 -24.55078 -17.13629 -0.1 0.3 0.1
H 24.12835 -25.48517 -17.27783 0.0 -0.4 0.1
H 24.35513 -24.18367 -18.01712 0.0 0.1 -0.1
O 26.55410 -22.10700 -19.54465 -0.9 0.9 0.1
H 27.26734 -22.55768 -19.99676 0.3 -0.4 -0.4
H 26.08442 -22.80246 -19.08424 0.1 -0.3 0.3
```
Positions in Å, forces in eV/Å.


No. 2
Here is a cluster of 7 separate species, C3H20NO6S in total at a distorted geometry from the Open Molecules 2025 dataset. Energies are from ωB97M-V/def2-TZVPD.

The total energy is -28040.4070 eV. Its lowest unoccupied orbital energy (alpha / beta) is 0.0091 / -0.1154 hartree. The HOMO-LUMO gap (alpha / beta) comes out at 10.3 / 6.7 eV. As for the spin multiplicity: 2. The expectation value of S² is 0.75. As for the net charge: 0. The value obtained for the HOMO energy (alpha / beta) is -10.06 / -9.88 eV.

```
31
Properties=species:S:1:pos:R:3:forces:R:3
C 0.62581 1.83646 2.05404 0.5 -2.2 -3.0
N 0.48572 1.48635 0.53501 2.1 -0.9 0.4
C 1.81582 0.71137 0.02893 -3.3 0.4 1.9
C 2.07027 -0.55066 0.89500 0.7 -0.1 0.4
S 1.70888 -2.10749 0.01293 0.2 0.4 0.5
H 0.87296 2.85953 2.17888 1.1 0.7 0.0
H 1.31140 1.01661 2.36415 -0.3 1.7 1.0
H -0.32083 1.73397 2.50525 -1.1 -0.5 0.5
H -0.20870 0.74376 0.47584 0.2 -0.3 0.6
H 1.70331 0.49842 -1.01912 -0.3 -0.3 -0.3
H 2.60071 1.39817 0.10867 1.2 1.1 0.4
H 1.43513 -0.52332 1.91699 1.8 -0.5 -2.3
H 3.22093 -0.62029 1.06062 -2.0 0.0 0.4
H -2.51793 -1.16984 -1.81770 1.0 -0.4 -2.6
H -2.47775 -0.03354 -0.75524 3.2 9.1 2.3
O -2.72456 -0.78777 -1.02063 -4.5 -9.6 0.4
H -0.45006 -3.18284 1.65933 4.4 0.3 5.7
H -0.53101 -2.59470 0.24799 -1.4 -2.0 2.2
O -0.92745 -3.27179 0.94534 -2.9 1.0 -8.1
H 1.26985 -1.38511 -2.41917 3.3 -0.9 2.9
H -0.03450 -1.55187 -2.76308 -3.3 -1.4 0.6
O 0.71022 -1.13820 -3.07689 -0.1 2.5 -3.6
H -1.25614 -1.97533 2.48580 0.6 -5.0 -1.8
H -2.44134 -0.91888 2.41964 -2.0 -0.5 -1.1
O -1.59908 -1.19125 2.66869 1.1 6.1 3.1
H 0.31689 1.27065 -3.05581 0.9 -3.4 1.4
H 0.10441 2.76299 -2.50078 0.2 -1.4 -0.6
O 0.13378 2.13215 -3.25856 -1.0 4.6 -0.8
H -1.10541 1.65551 -0.36773 -0.9 0.7 -0.9
H -1.81517 1.25838 -1.66028 0.7 -0.8 -3.1
O -1.97613 1.63857 -0.84810 0.2 1.6 3.5
```
Positions in Å, forces in eV/Å.


No. 3
Here is a cluster of 7 separate species, C3H20O7 in total at a distorted geometry from the Open Molecules 2025 dataset. Energies are from ωB97M-V/def2-TZVPD.

The total energy is -17757.3885 eV. Its lowest unoccupied orbital energy (alpha / beta) is -0.1344 / -0.3877 hartree. The HOMO-LUMO gap (alpha / beta) comes out at 9.5 / 2.6 eV. As for the spin multiplicity: 2. The energy relative to the best compared isomer or geometry (same formula, charge and spin) is 0.0 kcal per mole. The expectation value of S² is 0.75. As for the net charge: +1. The value obtained for the HOMO energy (alpha / beta) is -13.16 / -13.16 eV.

```
30
Properties=species:S:1:pos:R:3:forces:R:3
O -2.00462 1.90513 0.47561 -0.4 0.7 -0.9
H -1.31105 1.39618 0.89532 0.6 -0.5 0.5
H -2.81606 1.48152 0.75552 -0.3 0.0 0.1
O 2.76331 2.02533 3.41137 0.0 -0.2 0.1
H 2.41434 2.46152 2.63408 0.0 0.0 -0.3
H 2.73863 2.69570 4.09418 0.1 0.1 0.3
O -2.87775 -1.96186 3.50184 -0.4 0.3 0.0
H -2.96766 -2.81786 3.92067 -0.1 -0.2 0.1
H -1.99439 -1.96664 3.13323 0.2 -0.1 0.0
O -0.84192 -2.59274 1.71274 0.3 0.3 -0.3
H -1.41571 -2.59495 0.94658 -0.5 -0.1 -0.1
H -0.24416 -3.32601 1.56701 0.3 -0.3 0.2
O 1.50517 2.41919 0.79934 0.2 -0.3 0.0
H 1.53125 2.44383 -0.15719 0.1 0.2 -0.1
H 1.04867 3.22302 1.04775 -0.4 0.3 0.1
O -0.25761 0.24988 1.59327 0.1 0.0 -0.2
H 0.68812 0.34609 1.48115 0.4 0.4 0.2
H -0.40505 -0.69587 1.58691 -0.2 -0.6 0.3
C -0.39126 0.58337 -2.99046 -1.1 1.7 -1.4
C 0.84706 -0.22857 -2.73943 -1.3 -4.6 1.0
C 0.49875 -1.60733 -2.14495 -0.2 0.1 0.8
O 1.48382 -0.51538 -3.90955 0.5 0.9 0.4
H -0.15463 1.61906 -3.23432 -0.1 0.1 -0.1
H -1.16357 0.61731 -2.22204 0.6 -0.3 0.8
H -0.87532 0.12137 -3.85089 0.0 0.1 -0.1
H 1.49209 0.27556 -2.01978 0.8 0.7 0.4
H 1.32307 -2.29686 -1.96292 0.3 0.4 0.0
H -0.16942 -2.15395 -2.81042 -0.1 0.3 -0.3
H -0.03430 -1.45723 -1.20610 0.1 0.0 0.0
H 1.59015 0.35124 -4.30864 0.4 0.7 -1.4
```
Positions in Å, forces in eV/Å.


No. 4
Here is a cluster of 8 separate species, C3H21N2O8S in total at a distorted geometry from the Open Molecules 2025 dataset. Energies are from ωB97M-V/def2-TZVPD.

The total energy is -33648.5033 eV. Its lowest unoccupied orbital energy is 0.1004 hartree. The HOMO-LUMO gap comes out at 6.4 eV. As for the spin multiplicity: 1. The energy relative to the best compared isomer or geometry (same formula, charge and spin) is 51.5 kcal per mole. As for the net charge: -1. The value obtained for the HOMO energy is -3.67 eV.

```
35
Properties=species:S:1:pos:R:3:forces:R:3
N 0.01769 1.68428 -0.42510 -0.8 -0.5 0.9
C -0.15878 0.25348 -0.50430 -0.9 -1.6 0.9
C 0.76166 -0.57275 -1.46338 0.4 2.3 1.1
S 2.40404 -0.35485 -0.73437 1.2 -0.3 -0.3
C -0.11948 -0.43098 0.92501 -1.4 0.4 -1.3
N 0.81964 -0.16762 1.82670 -0.1 0.2 0.4
O -1.15838 -1.09173 1.14106 1.0 -0.2 0.9
H -0.22670 2.19513 -1.25195 0.6 0.1 -0.2
H 0.81778 1.96425 0.11277 0.4 0.2 -0.6
H -1.25743 0.04812 -0.58263 0.8 0.4 -1.1
H 0.44930 -1.61067 -1.50243 -0.4 0.4 0.1
H 0.81267 -0.06037 -2.42949 -0.6 -0.6 -0.2
H 1.72566 0.16133 1.52479 0.0 -0.1 -0.5
H 0.68067 -0.38894 2.79654 -0.1 -0.3 0.0
H -1.50047 1.61826 1.88992 0.0 0.1 0.2
H -1.68812 0.28551 2.55681 -0.4 -0.1 -0.1
O -1.96426 1.20846 2.63465 -0.4 -0.2 -0.1
H -0.68396 2.38126 4.14480 -0.1 0.0 -0.4
H 0.03514 3.58728 3.48757 0.0 -0.4 0.1
O -0.02756 2.62088 3.47875 0.7 0.8 0.3
H -2.99497 -2.95988 0.93694 0.0 0.1 0.0
H -1.96580 -3.54469 0.02528 -0.1 -0.1 0.1
O -2.87293 -3.69331 0.32517 0.2 0.0 -0.1
H -1.54555 -1.84710 -1.70383 -0.3 0.3 -0.4
H -2.22929 -2.76352 -2.69411 -0.1 -0.1 -0.1
O -1.96642 -1.84567 -2.58369 0.3 -0.1 0.5
H -2.50640 2.66347 -2.91532 -0.1 0.1 0.0
H -2.34703 3.08103 -1.46567 -0.3 0.1 -0.2
O -2.80104 3.33377 -2.28641 0.4 -0.2 0.2
H 3.33817 2.44324 1.17655 -0.3 -0.4 -0.5
H 4.35015 2.09985 -0.00222 -0.8 -0.4 -0.1
O 4.23987 2.48398 0.86847 1.1 0.7 0.6
H 1.50193 -3.41328 -3.37606 -0.1 0.5 -0.1
H 0.85090 -2.80675 -2.08121 0.5 -0.1 -0.6
O 1.25607 -3.58828 -2.47036 -0.1 -1.1 0.3
```
Positions in Å, forces in eV/Å.


No. 5
Here is a cluster of 8 separate species, C3H21NO7 in total at a distorted geometry from the Open Molecules 2025 dataset. Energies are from ωB97M-V/def2-TZVPD.

The total energy is -19275.0936 eV. Its lowest unoccupied orbital energy is 0.0181 hartree. The HOMO-LUMO gap comes out at 9.7 eV. As for the spin multiplicity: 1. The energy relative to the best compared isomer or geometry (same formula, charge and spin) is 0.0 kcal per mole. As for the net charge: 0. The value obtained for the HOMO energy is -9.23 eV.

```
32
Properties=species:S:1:pos:R:3:forces:R:3
C 0.44586 -1.06363 2.40626 0.1 -0.3 0.4
C -0.70891 -1.21547 1.77103 -0.1 0.3 -0.4
C -1.01524 -0.55947 0.44835 -0.6 -0.4 -0.2
N -2.27413 -1.06180 -0.11796 0.0 0.3 0.6
H 0.64585 -1.52469 3.36765 -0.2 -0.1 0.0
H 1.27030 -0.47728 2.01255 -0.2 0.1 -0.2
H -1.53117 -1.81009 2.16634 0.2 0.0 0.2
H -1.14618 0.51609 0.57454 0.2 0.0 0.0
H -0.18553 -0.72951 -0.23363 0.4 0.2 0.0
H -2.25930 -2.07031 -0.16155 0.0 -0.1 -0.3
H -2.40790 -0.67334 -1.04570 0.1 -0.4 0.0
O -1.32857 2.32595 -1.27225 -0.7 -0.5 0.0
H -2.19589 2.31031 -0.84121 0.2 0.3 0.0
H -1.36717 1.48732 -1.80038 0.3 0.4 -0.1
O 0.90123 2.36329 0.33665 -0.8 -0.1 0.5
H 0.49450 2.22542 1.22857 0.5 0.1 -0.5
H 0.09375 2.42879 -0.23248 0.5 0.0 0.0
O 2.40246 0.40056 -0.62184 -0.3 0.4 0.2
H 3.23964 0.83077 -0.79878 0.3 0.0 -0.1
H 1.85006 1.13056 -0.20406 0.0 -0.2 -0.1
O 1.03343 -0.97877 -2.65602 0.2 0.7 0.1
H 1.15919 -1.82684 -2.21585 0.1 -0.1 0.2
H 1.52559 -0.33595 -2.08746 -0.2 -0.5 -0.3
O 2.04325 -2.33808 -0.21102 -0.2 0.4 0.5
H 2.31793 -1.39437 -0.15940 -0.1 -0.5 -0.1
H 1.48274 -2.45057 0.57707 0.3 0.0 -0.4
O -1.41316 0.05917 -2.76302 0.4 -0.2 0.1
H -1.56534 0.22813 -3.68874 -0.3 0.2 -0.5
H -0.50146 -0.34160 -2.76649 -0.2 -0.1 0.3
O -0.28607 1.86168 2.82221 -0.9 0.5 -0.4
H -1.03484 1.24904 2.75226 0.3 0.1 0.0
H 0.31512 1.43471 3.41438 0.6 -0.4 0.6
```
Positions in Å, forces in eV/Å.


No. 6
Here is a structure of composition C3H21O8V at a distorted geometry from the Open Molecules 2025 dataset. Energies are from ωB97M-V/def2-TZVPD.

The total energy is -45499.1481 eV. Its lowest unoccupied orbital energy (alpha / beta) is -0.1442 / -0.1453 hartree. The HOMO-LUMO gap (alpha / beta) comes out at 7.9 / 9.9 eV. As for the spin multiplicity: 4. The energy relative to the best compared isomer or geometry (same formula, charge and spin) is 293.7 kcal per mole. The expectation value of S² is 3.75. As for the net charge: +1. The value obtained for the HOMO energy (alpha / beta) is -11.83 / -13.83 eV.

```
33
Properties=species:S:1:pos:R:3:forces:R:3
V -1.99460 -1.25853 -0.14436 -7.4 -12.9 -7.1
O -0.82710 -0.26256 -0.77912 5.8 4.0 -0.7
H 0.06036 0.01761 -0.48171 0.0 2.4 -0.6
O -1.15064 1.68983 1.34774 2.1 2.0 6.2
H -0.35137 2.11681 1.65609 0.0 0.5 0.4
H -1.11979 1.78176 0.39547 1.1 2.6 -2.1
O -2.41173 0.10516 0.64047 -7.5 5.3 5.0
H -1.97281 0.95290 0.71056 -0.5 0.5 1.1
H -2.88773 0.01241 1.46573 -0.6 0.5 0.7
O -1.35159 1.80602 -0.82610 -1.1 5.2 -3.5
H -0.65258 2.24340 -1.31225 -0.2 0.7 -0.4
H -1.12752 0.87635 -0.86782 -0.7 0.2 -1.3
O -0.81118 -0.33617 -2.95083 -0.2 -0.2 -3.6
H -0.78746 -0.30636 -1.99439 0.3 -0.2 -1.8
H -0.43501 -1.18764 -3.17380 0.1 -0.1 -0.6
C -0.34066 -0.98803 1.86477 2.2 0.8 2.8
O -1.09554 -1.94238 1.18916 0.7 -3.6 4.7
H -0.24055 -0.03844 1.33906 -0.4 -0.8 0.7
H -0.75723 -0.79721 2.85379 -0.1 0.0 0.0
H 0.64214 -1.45802 1.90089 0.0 0.7 0.8
H -0.67200 -2.77422 1.41334 -0.2 -0.6 -0.5
C 1.79972 -1.57076 -1.01259 0.1 -0.5 -1.5
O 0.73377 -1.62608 -0.13009 3.3 -3.1 1.2
H 2.41356 -2.46389 -0.89588 0.1 0.2 0.2
H 1.39083 -1.61090 -2.02220 0.3 0.1 -0.4
H 2.37274 -0.64810 -0.92066 0.2 -1.1 -0.3
H 0.02909 -0.99112 -0.27787 2.0 -3.8 0.1
C 2.03076 1.18446 0.38465 0.5 0.8 -0.2
O 1.76995 2.52193 -0.05413 -0.3 -0.5 0.8
H 1.16757 0.63532 0.76075 -0.2 0.2 -0.4
H 2.51652 0.62812 -0.41698 0.1 0.7 0.7
H 2.64829 1.19486 1.28279 0.4 0.4 -0.3
H 1.41171 2.49343 -0.94432 0.3 0.1 -0.2
```
Positions in Å, forces in eV/Å.